(1)
Computed, not measured: the molecule C4H5N, with the ωB97M-V functional and the def2-TZVPD basis.

## Properties
- Frontier orbital gap: 10.9 eV
- Relative energy (zero: lowest compared OMol25 entry of this formula, charge and spin): 460.44 kJ/mol
- HOMO energy: -9.97 eV
- Largest force on an atom: 5.4 eV Å⁻¹
- Charge: 0
- DFT total energy: -209.98836 Ha

```
10
C4H5N (the ωB97M-V functional and the def2-TZVPD basis)
C -2.377 0.056 -0.221
C -1.203 -0.375 -0.103
C 0.217 -0.176 0.510
C 1.050 0.657 -0.239
N 1.172 -0.799 -0.501
H -3.581 -0.274 -0.218
H 0.509 -0.253 1.530
H 1.676 1.164 0.372
H 0.589 1.146 -1.099
H 1.948 -1.147 -0.032
```

(2)
Computed, not measured: a cluster of 2 separate species, C2H5N5 in total, with the ωB97M-V functional and the def2-TZVPD basis.

## Properties
- Frontier orbital gap: 9.5 eV
- Relative energy (zero: lowest compared OMol25 entry of this formula, charge and spin): 432.38 kJ/mol
- HOMO energy: -9.13 eV
- Largest force on an atom: 5.7 eV Å⁻¹
- Charge: 0
- DFT total energy: -352.85009 Ha

```
12
C2H5N5 (the ωB97M-V functional and the def2-TZVPD basis)
C 0.245 0.688 0.049
C 0.114 -0.562 -0.416
H 0.777 2.473 0.446
H 2.297 1.149 0.869
H -2.040 -0.515 1.533
H 1.678 -1.294 -1.359
H 0.326 -1.743 -2.194
N 1.382 1.593 -0.102
N -0.630 0.747 1.108
N -1.355 -0.260 0.891
N -0.865 -1.223 0.180
N 0.726 -0.975 -1.662
```

(3)
Computed, not measured: the molecule C25H28N6O3S, with the ωB97M-V functional and the def2-TZVPD basis.

## Properties
- Frontier orbital gap: 9.1 eV
- Relative energy (zero: lowest compared OMol25 entry of this formula, charge and spin): 355.11 kJ/mol
- HOMO energy: -8.65 eV
- Largest force on an atom: 1.3 eV Å⁻¹
- Charge: 0
- DFT total energy: -1921.89849 Ha

```
63
C25H28N6O3S (the ωB97M-V functional and the def2-TZVPD basis)
C -1.591 -0.215 1.073
C -1.063 -0.752 -0.215
C -1.395 -2.034 -0.638
C -0.931 -2.548 -1.834
C -0.112 -1.783 -2.646
C 0.235 -0.506 -2.248
C -0.224 0.002 -1.039
N 0.149 1.338 -0.690
C 1.398 1.700 -0.360
O 1.737 2.867 -0.236
C 2.455 0.606 -0.153
N 1.990 -0.625 0.392
N 1.479 -0.758 1.590
N 1.169 -1.993 1.740
C 1.512 -2.620 0.592
C 1.297 -4.009 0.342
C 0.722 -4.919 1.187
C 0.631 -6.201 0.615
C 1.133 -6.245 -0.648
S 1.731 -4.723 -1.173
N 2.049 -1.761 -0.270
C -0.796 2.417 -1.040
C -1.475 3.014 0.226
O -2.636 2.808 0.510
N -0.648 3.790 0.934
C -1.069 4.482 2.134
C 0.069 4.666 3.134
C 0.423 3.417 3.952
C 1.060 2.333 3.089
C 1.372 3.803 5.086
C -1.804 1.962 -2.039
C -1.945 2.308 -3.353
C -3.072 1.598 -3.827
C -3.528 0.879 -2.765
O -2.768 1.093 -1.686
H -2.049 -1.011 1.655
H -0.793 0.230 1.666
H -2.341 0.550 0.878
H -2.030 -2.639 -0.006
H -1.207 -3.548 -2.133
H 0.255 -2.175 -3.581
H 0.866 0.110 -2.872
H 2.917 0.378 -1.118
H 3.211 1.039 0.511
H 0.386 -4.658 2.174
H 0.212 -7.053 1.120
H 1.191 -7.088 -1.308
H -0.200 3.218 -1.499
H 0.317 3.890 0.638
H -1.458 5.469 1.850
H -1.893 3.913 2.573
H 0.958 5.012 2.601
H -0.228 5.456 3.827
H -0.498 3.019 4.391
H 1.941 2.720 2.582
H 1.359 1.483 3.698
H 0.361 1.975 2.340
H 2.295 4.214 4.683
H 1.620 2.931 5.686
H 0.919 4.548 5.736
H -1.327 2.984 -3.908
H -3.482 1.625 -4.815
H -4.352 0.203 -2.658
```

(4)
Computed, not measured: a structure of composition C16H23F6N6O6RuS2, with the ωB97M-V functional and the def2-TZVPD basis.

## Properties
- Frontier orbital gap (spin up / spin down): 7.1 / 7.3 eV
- Relative energy (zero: lowest compared OMol25 entry of this formula, charge and spin): 0.00 kJ/mol
- Multiplicity: 2
- HOMO energy (spin up / spin down): -6.98 / -7.23 eV
- Largest force on an atom: 0.4 eV Å⁻¹
- Charge: 0
- ⟨S²⟩: 0.762
- DFT total energy: -2893.93747 Ha

```
60
C16H23F6N6O6RuS2 (the ωB97M-V functional and the def2-TZVPD basis)
Ru 0.442 1.095 -1.338
F 3.683 1.809 -4.245
C 3.173 2.833 -3.567
F 3.792 3.950 -3.934
F 1.877 2.938 -3.866
S 3.399 2.540 -1.760
O 2.589 1.353 -1.502
O 4.802 2.384 -1.588
N 2.890 3.840 -1.064
S 1.427 4.229 -0.653
O 1.316 4.603 0.715
O 0.397 3.366 -1.220
C 1.203 5.791 -1.603
F 1.367 5.581 -2.906
F 2.075 6.707 -1.199
F -0.033 6.247 -1.394
N -1.579 1.148 -0.885
C -1.657 0.431 0.406
C -3.051 0.382 1.003
C -3.190 -0.474 2.262
C -2.646 -1.909 2.179
N -1.188 -2.043 2.059
C -0.295 -1.635 2.949
N 0.997 -1.618 2.618
N -0.647 -1.348 4.214
C -0.547 0.995 1.307
O -0.711 1.055 2.524
O 0.534 1.293 0.690
H -1.869 2.120 -0.790
H -2.167 0.708 -1.585
H -1.340 -0.585 0.157
H -3.727 -0.005 0.232
H -3.387 1.396 1.237
H -4.253 -0.565 2.500
H -2.726 0.070 3.082
H -3.050 -2.416 1.303
H -2.988 -2.480 3.047
H -0.825 -2.423 1.192
H 1.233 -1.667 1.636
H 1.634 -1.099 3.198
H -1.625 -1.204 4.391
H -0.053 -0.694 4.699
C 2.672 -1.537 -0.368
C 1.397 -2.331 -0.416
C 1.308 -3.572 0.206
C 0.151 -4.342 0.145
C -0.930 -3.866 -0.586
C -0.875 -2.646 -1.250
C -2.046 -2.157 -2.054
C 0.292 -1.846 -1.169
N 0.356 -0.658 -1.832
H 3.451 -2.087 0.162
H 2.537 -0.558 0.100
H 3.025 -1.323 -1.379
H 2.171 -3.945 0.749
H 0.101 -5.302 0.642
H -1.833 -4.462 -0.663
H -2.770 -2.957 -2.211
H -1.716 -1.776 -3.021
H -2.571 -1.335 -1.553
```

(5)
Computed, not measured: the molecule C8H11N3S, with the ωB97M-V functional and the def2-TZVPD basis.

## Properties
- Frontier orbital gap: 8.7 eV
- Relative energy (zero: lowest compared OMol25 entry of this formula, charge and spin): 0.00 kJ/mol
- HOMO energy: -8.15 eV
- Largest force on an atom: 1.8 eV Å⁻¹
- Charge: 0
- DFT total energy: -873.89386 Ha

```
23
C8H11N3S (the ωB97M-V functional and the def2-TZVPD basis)
C 0.341 2.212 3.789
C -0.375 1.672 2.546
C -1.675 1.754 2.227
N -2.075 1.261 0.979
C -1.107 0.661 0.401
N -1.295 0.030 -0.827
C -0.423 -0.764 -1.562
N -0.802 -1.205 -2.693
C 0.397 -1.803 -3.324
C 1.386 -2.154 -2.151
C 0.971 -1.117 -1.083
S 0.406 0.812 1.258
H 1.395 2.384 3.588
H -0.091 3.141 4.110
H 0.331 1.530 4.627
H -2.426 2.310 2.816
H -2.209 0.123 -1.229
H 0.069 -2.684 -3.896
H 0.941 -1.123 -4.047
H 2.420 -2.085 -2.413
H 1.150 -3.184 -1.895
H 1.038 -1.503 -0.068
H 1.632 -0.268 -1.154
```

(6)
Computed, not measured: a cluster of 2 separate species, C9H16N3 in total, with the ωB97M-V functional and the def2-TZVPD basis.

## Properties
- Frontier orbital gap: 8.0 eV
- Relative energy (zero: lowest compared OMol25 entry of this formula, charge and spin): 273.00 kJ/mol
- HOMO energy: -11.47 eV
- Largest force on an atom: 3.5 eV Å⁻¹
- Charge: +1
- DFT total energy: -516.52181 Ha

```
28
C9H16N3 (the ωB97M-V functional and the def2-TZVPD basis)
C -2.947 -1.192 -0.329
C -0.836 1.596 0.877
C -1.278 0.323 0.694
C -1.204 2.673 0.029
C -2.251 0.081 -0.329
C -2.066 2.446 -1.035
C -2.561 1.122 -1.222
H -0.293 1.967 1.746
H -0.970 -0.512 1.261
H -0.760 3.621 0.207
H -2.126 3.299 -1.690
H -3.197 -1.743 0.624
H -2.514 -1.953 -1.012
H -2.992 1.002 -2.219
H -4.013 -0.944 -0.580
C 1.480 -1.467 1.640
C 2.535 -0.649 -0.396
N 2.076 -1.659 0.339
N 2.719 0.566 0.178
N 2.920 -0.944 -1.627
H 2.503 -2.680 0.264
H 2.360 0.829 1.061
H 3.676 0.932 0.069
H 2.934 -0.241 -2.325
H 2.815 -1.856 -2.128
H 0.890 -2.362 1.913
H 0.694 -0.747 1.684
H 2.405 -1.511 2.306
```

Q: What is the formula in the sixth record?
A: C9H16N3